[1]
Here is the molecule CH4BCl from OMol25. Energies are from wB97M-V/def2-TZVPD.

Results
HOMO-LUMO gap (alpha / beta) in eV: 6.36 / 7.17
Energy relative to the best compared isomer or geometry (same formula, charge and spin) in kJ/mol: 0.0
HOMO level (alpha / beta) in eV: -5.6503 / -11.9093
⟨S²⟩: 2.005
Spin multiplicity: 3

CARTESIAN COORDINATES (ANGSTROEM)
B1 -0.580 -0.291 0.462
C1 0.695 0.201 -0.308
Cl1 -2.248 -0.216 -0.332
H1 0.608 0.343 -1.374
H2 -0.805 -0.722 1.611
H3 1.396 -0.486 -0.174
H4 0.933 1.171 0.113

=====

[2]
Here is a structure of composition C44H73AsN2SbSi3Zr from OMol25. Energies are from wB97M-V/def2-TZVPD.

Results
HOMO-LUMO gap in eV: 7.12
Net charge: +1
Energy relative to the best compared isomer or geometry (same formula, charge and spin) in kJ/mol: 0.0
HOMO level in eV: -10.0741

CARTESIAN COORDINATES (ANGSTROEM)
Zr1 -0.436 0.883 0.625
C1 -2.529 0.033 2.851
C2 -2.833 -0.211 1.526
C3 -2.819 1.052 0.825
C4 -2.477 2.063 1.798
C5 -2.266 1.431 3.014
C6 -2.142 2.082 4.355
C7 -2.676 3.542 1.614
C8 -3.886 1.310 -0.210
C9 -3.499 -1.446 1.012
C10 -2.860 -0.878 3.987
H1 -3.095 1.984 4.881
H2 -1.917 3.146 4.289
H3 -1.386 1.614 4.984
H4 -1.787 4.078 1.298
H5 -3.006 3.989 2.554
H6 -3.453 3.732 0.873
H7 -4.866 1.204 0.270
H8 -3.854 0.613 -1.040
H9 -3.830 2.314 -0.619
H10 -4.571 -1.395 1.240
H11 -3.109 -2.357 1.476
H12 -3.396 -1.542 -0.065
H13 -3.924 -0.751 4.226
H14 -2.308 -0.641 4.895
H15 -2.714 -1.928 3.743
C11 -2.197 -0.788 -3.830
Sb1 -1.240 -0.512 -1.946
C12 -0.273 1.504 -1.558
C13 -1.422 2.437 -1.879
C14 -1.473 3.759 -1.419
C15 -2.465 4.605 -1.879
C16 -3.411 4.132 -2.778
C17 -3.327 2.806 -3.154
N1 -2.367 1.985 -2.718
Si1 1.106 2.272 -2.630
C18 0.439 2.787 -4.307
C19 1.666 3.943 -1.976
C20 2.610 1.197 -2.854
C21 0.371 -2.033 -2.124
C22 1.499 -1.615 -1.228
C23 2.735 -2.274 -1.306
C24 3.835 -1.834 -0.608
C25 3.684 -0.761 0.255
C26 2.418 -0.272 0.425
N2 1.332 -0.661 -0.273
Si2 -0.380 -3.587 -1.271
C27 0.724 -5.064 -1.562
C28 -2.106 -3.965 -1.861
C29 -0.435 -3.326 0.575
Si3 0.852 -2.486 -3.937
C30 -0.246 -3.843 -4.606
C31 2.581 -3.159 -4.204
C32 0.758 -1.006 -5.062
H16 -3.196 -0.385 -3.691
H17 -2.251 -1.862 -4.024
H18 -1.693 -0.264 -4.636
H19 -0.723 4.108 -0.728
H20 -2.504 5.634 -1.537
H21 -4.193 4.772 -3.168
H22 -4.059 2.370 -3.832
H23 -0.593 3.154 -4.219
H24 0.459 2.027 -5.087
H25 1.053 3.628 -4.650
H26 1.109 4.732 -2.495
H27 2.732 4.079 -2.214
H28 1.550 4.100 -0.905
H29 3.217 1.643 -3.655
H30 2.370 0.171 -3.152
H31 3.233 1.159 -1.952
H32 2.817 -3.132 -1.956
H33 4.796 -2.326 -0.722
H34 4.509 -0.357 0.828
H35 2.249 0.470 1.187
H36 1.086 -5.123 -2.598
H37 0.161 -5.985 -1.357
H38 1.597 -5.051 -0.896
H39 -2.125 -4.278 -2.911
H40 -2.793 -3.118 -1.745
H41 -2.500 -4.793 -1.257
H42 0.575 -3.329 0.997
H43 -0.996 -4.148 1.041
H44 -0.920 -2.393 0.855
H45 -0.267 -4.731 -3.961
H46 0.184 -4.152 -5.570
H47 -1.279 -3.533 -4.795
H48 2.764 -4.129 -3.717
H49 3.375 -2.461 -3.915
H50 2.662 -3.318 -5.290
H51 0.309 -0.153 -4.564
H52 0.154 -1.237 -5.951
H53 1.759 -0.713 -5.402
C33 2.547 4.614 2.434
C34 2.947 3.825 1.363
C35 2.107 2.835 0.883
C36 0.844 2.558 1.438
C37 0.480 3.389 2.512
C38 1.300 4.394 3.005
H54 3.196 5.395 2.812
H55 3.909 3.991 0.889
H56 2.457 2.278 0.024
H57 -0.473 3.253 2.994
H58 0.963 5.003 3.837
C39 2.924 -2.910 2.503
C40 2.734 -1.560 3.185
As1 0.895 -0.853 3.187
C41 0.225 -2.138 4.513
C42 -0.301 -3.468 3.969
C43 1.258 0.599 4.480
C44 2.626 1.271 4.361
H59 3.972 -3.214 2.565
H60 2.654 -2.877 1.444
H61 2.332 -3.694 2.978
H62 3.386 -0.814 2.741
H63 3.001 -1.620 4.240
H64 -0.531 -1.627 5.094
H65 1.070 -2.302 5.176
H66 -1.065 -3.325 3.206
H67 -0.738 -4.061 4.776
H68 0.490 -4.065 3.515
H69 1.127 0.169 5.474
H70 0.482 1.341 4.338
H71 3.438 0.605 4.655
H72 2.663 2.143 5.017
H73 2.823 1.629 3.348

=====

[3]
Here is the molecule C4H7BO2 from OMol25. Energies are from wB97M-V/def2-TZVPD.

Results
HOMO-LUMO gap in eV: 8.90
SMILES: C=CC(=C)B(O)O
Energy relative to the best compared isomer or geometry (same formula, charge and spin) in kJ/mol: 84.7
HOMO level in eV: -8.5828

CARTESIAN COORDINATES (ANGSTROEM)
C1 0.522 1.421 -1.432
C2 1.129 0.380 -0.752
C3 0.550 -0.598 0.151
C4 0.936 -1.900 0.229
B1 -0.832 0.043 0.664
O1 -1.434 -0.703 1.642
O2 -1.452 1.263 0.431
H1 1.185 2.120 -2.014
H2 -0.520 1.621 -1.374
H3 2.106 0.122 -1.018
H4 1.807 -2.261 -0.316
H5 0.459 -2.621 0.795
H6 -2.295 -0.352 2.000
H7 -2.161 1.464 0.994

=====

[4]
Here is a structure of composition C30H75F2K3NO24P5S2 from OMol25. Energies are from wB97M-V/def2-TZVPD.

Results
HOMO-LUMO gap in eV: 5.54
Net charge: +2
Energy relative to the best compared isomer or geometry (same formula, charge and spin) in kJ/mol: 494.7
HOMO level in eV: -12.1184

CARTESIAN COORDINATES (ANGSTROEM)
K1 6.381 2.958 -4.056
K2 5.844 4.515 4.934
K3 1.152 0.636 -5.964
N1 2.615 1.409 -0.855
S1 1.635 2.388 0.182
O1 2.265 3.472 0.863
O2 0.359 1.907 0.698
F1 1.098 3.052 -1.195
S2 2.874 0.462 0.305
O3 1.936 -0.615 0.453
O4 3.621 0.985 1.457
F2 4.117 -0.316 -0.388
C1 7.731 -6.807 -9.446
C2 6.981 -6.087 -8.297
O5 7.712 -5.401 -7.315
P1 7.009 -4.964 -5.892
O6 5.626 -4.411 -5.935
O7 7.308 -6.295 -4.976
C3 6.678 -6.310 -3.693
C4 7.741 -6.291 -2.537
O8 8.071 -3.956 -5.339
C5 9.411 -4.269 -5.395
C6 10.138 -3.672 -4.143
H1 8.313 -6.104 -10.042
H2 8.404 -7.591 -9.097
H3 6.985 -7.192 -10.140
H4 6.236 -5.387 -8.675
H5 6.430 -6.906 -7.834
H6 5.975 -5.481 -3.617
H7 6.233 -7.304 -3.677
H8 8.483 -7.050 -2.784
H9 8.357 -5.393 -2.547
H10 7.237 -6.454 -1.584
H11 9.565 -5.348 -5.386
H12 9.826 -3.942 -6.348
H13 10.163 -4.266 -3.230
H14 11.122 -3.292 -4.418
H15 9.584 -2.826 -3.738
C7 0.260 13.534 -9.450
C8 0.273 13.094 -7.944
O9 -0.926 13.645 -7.369
P2 -1.104 15.084 -6.621
O10 -0.225 16.134 -7.200
O11 -2.739 15.236 -6.574
C9 -3.290 15.970 -5.554
C10 -4.149 17.092 -6.257
O12 -0.783 14.687 -5.049
C11 -1.417 13.529 -4.432
C12 -0.992 12.070 -4.878
H16 1.193 13.475 -10.010
H17 -0.466 12.905 -9.966
H18 -0.134 14.549 -9.490
H19 0.212 12.006 -7.977
H20 1.129 13.529 -7.430
H21 -3.940 15.356 -4.932
H22 -2.557 16.577 -5.022
H23 -4.719 16.713 -7.105
H24 -4.807 17.478 -5.479
H25 -3.536 17.843 -6.754
H26 -1.197 13.644 -3.371
H27 -2.503 13.613 -4.466
H28 -1.389 11.744 -5.840
H29 0.082 11.936 -4.751
H30 -1.433 11.417 -4.125
C13 -4.962 -7.929 6.256
C14 -5.422 -8.663 4.968
O13 -6.424 -7.884 4.462
P3 -6.811 -8.016 2.898
O14 -8.203 -7.662 2.556
O15 -6.432 -9.566 2.593
C15 -7.027 -10.233 1.493
C16 -5.851 -10.705 0.729
O16 -5.568 -7.215 2.086
C17 -5.469 -5.858 2.155
C18 -4.828 -5.292 3.465
H31 -4.430 -7.033 5.937
H32 -5.731 -7.758 7.009
H33 -4.241 -8.582 6.748
H34 -4.588 -8.893 4.306
H35 -5.819 -9.667 5.121
H36 -7.648 -11.047 1.866
H37 -7.644 -9.617 0.839
H38 -5.217 -9.838 0.548
H39 -5.323 -11.347 1.434
H40 -5.884 -11.268 -0.204
H41 -4.748 -5.789 1.341
H42 -6.284 -5.330 1.658
H43 -5.554 -5.196 4.273
H44 -4.056 -5.940 3.879
H45 -4.443 -4.276 3.377
C19 2.914 -8.055 10.347
C20 3.603 -9.257 9.764
O17 3.434 -9.251 8.327
P4 4.501 -8.566 7.400
O18 4.838 -7.147 7.729
O19 5.717 -9.679 7.483
C21 7.129 -9.387 7.463
C22 7.898 -10.456 8.296
O20 3.798 -8.751 5.915
C23 2.431 -8.495 5.706
C24 2.273 -8.297 4.193
H46 2.729 -8.191 11.412
H47 3.555 -7.222 10.059
H48 1.966 -7.906 9.829
H49 4.657 -9.188 10.033
H50 3.142 -10.200 10.059
H51 7.325 -9.277 6.397
H52 7.336 -8.420 7.921
H53 7.498 -10.498 9.309
H54 7.888 -11.431 7.807
H55 8.891 -10.032 8.445
H56 1.831 -9.301 6.128
H57 2.159 -7.578 6.228
H58 3.076 -7.648 3.843
H59 2.343 -9.187 3.567
H60 1.321 -7.867 3.881
C25 -9.626 7.498 1.841
C26 -8.865 8.758 1.413
O21 -7.615 8.714 2.208
P5 -6.258 8.476 1.376
O22 -6.154 9.243 0.108
O23 -5.066 8.687 2.484
C27 -3.886 7.935 2.334
C28 -2.997 8.114 3.620
O24 -6.256 6.846 1.106
C29 -6.638 6.238 -0.101
C30 -6.732 4.716 0.007
H61 -10.688 7.517 1.599
H62 -9.299 6.656 1.232
H63 -9.503 7.403 2.920
H64 -8.767 8.880 0.334
H65 -9.530 9.587 1.655
H66 -4.053 6.885 2.093
H67 -3.392 8.252 1.415
H68 -2.858 9.179 3.807
H69 -3.546 7.689 4.461
H70 -2.052 7.603 3.435
H71 -7.625 6.674 -0.258
H72 -6.014 6.662 -0.887
H73 -5.807 4.203 0.270
H74 -7.394 4.450 0.831
H75 -7.085 4.313 -0.942

=====

[5]
Here is the molecule C2H4ClI from OMol25. Energies are from wB97M-V/def2-TZVPD.

Results
HOMO-LUMO gap in eV: 9.72
SMILES: C[C@@H](Cl)I
Energy relative to the best compared isomer or geometry (same formula, charge and spin) in kJ/mol: 38.5
HOMO level in eV: -9.7440

CARTESIAN COORDINATES (ANGSTROEM)
C1 0.474 0.155 0.645
C2 -0.517 -0.038 -0.498
Cl1 -0.829 1.482 -1.268
I1 -0.013 -1.719 -1.876
H1 1.478 -0.076 0.252
H2 0.353 -0.434 1.553
H3 0.469 1.130 1.101
H4 -1.415 -0.500 0.093

=====

[6]
Here is a cluster of 2 separate species, C4H10O3 in total from OMol25. Energies are from wB97M-V/def2-TZVPD.

Results
HOMO-LUMO gap in eV: 10.66
SMILES: O=CCCCO.O
Energy relative to the best compared isomer or geometry (same formula, charge and spin) in kJ/mol: 366.9
HOMO level in eV: -10.1317

CARTESIAN COORDINATES (ANGSTROEM)
O1 0.742 -1.621 1.803
C1 -0.225 -0.968 1.874
C2 -1.110 -0.375 0.837
C3 -0.314 0.380 -0.217
C4 0.278 1.701 0.183
O2 -0.258 2.853 -0.576
H1 -0.712 -0.717 2.898
H2 -1.895 0.344 1.409
H3 -1.829 -1.219 0.374
H4 0.313 -0.480 -0.587
H5 -0.939 0.329 -1.330
H6 0.208 2.093 1.285
H7 1.334 1.672 -0.054
H8 -0.990 2.418 -0.965
O3 1.845 -2.374 -2.373
H9 1.873 -2.114 -1.471
H10 1.679 -1.921 -3.090

=====

[7]
Here is the molecule C13H22O from OMol25. Energies are from wB97M-V/def2-TZVPD.

Results
HOMO-LUMO gap in eV: 9.53
SMILES: CC[C@@H]1C[C@@H](C)C[C@H](C/C=C/C=O)C1
Energy relative to the best compared isomer or geometry (same formula, charge and spin) in kJ/mol: 271.2
HOMO level in eV: -9.3386

CARTESIAN COORDINATES (ANGSTROEM)
C1 -0.615 -3.639 0.362
C2 -0.490 -2.498 -0.699
C3 -0.517 -1.019 -0.070
C4 -1.095 0.066 -1.052
C5 -0.738 1.479 -0.543
C6 -2.018 2.309 -0.723
C7 -0.186 1.601 0.920
C8 0.999 0.664 1.080
C9 2.300 1.359 0.923
C10 2.762 2.091 2.206
C11 3.727 3.104 2.167
C12 4.224 3.784 3.279
O1 3.966 3.392 4.340
C13 0.953 -0.670 0.235
H1 -1.571 -3.389 0.983
H2 0.214 -3.607 1.105
H3 -0.792 -4.542 -0.243
H4 0.293 -2.725 -1.413
H5 -1.471 -2.450 -1.276
H6 -1.169 -1.045 0.836
H7 -0.593 0.029 -2.116
H8 -2.147 -0.033 -1.229
H9 -0.092 2.113 -1.143
H10 -2.761 2.027 0.022
H11 -2.431 2.280 -1.701
H12 -1.628 3.380 -0.558
H13 -0.062 2.625 1.113
H14 -0.862 1.170 1.702
H15 0.908 0.351 2.065
H16 2.328 2.065 0.073
H17 3.128 0.759 0.550
H18 2.293 2.098 3.156
H19 4.330 3.342 1.314
H20 4.972 4.595 3.315
H21 1.427 -0.584 -0.697
H22 1.466 -1.429 0.769

=====

[8]
Here is a cluster of 3 separate species, C18H32N3O in total from OMol25. Energies are from wB97M-V/def2-TZVPD.

Results
HOMO-LUMO gap in eV: 6.84
Net charge: +1
HOMO level in eV: -9.7762

CARTESIAN COORDINATES (ANGSTROEM)
C1 -0.212 -0.504 0.801
C2 -1.317 0.110 -0.242
C3 -2.845 0.219 0.343
C4 -3.852 -0.137 -0.935
C5 -3.214 1.650 1.058
C6 -3.419 2.998 0.125
O1 -2.281 3.307 -0.755
C7 -1.356 4.283 -0.150
C8 -2.390 1.966 2.478
C9 -3.446 1.770 3.759
C10 -4.575 0.787 3.014
N1 -4.630 1.465 1.643
H1 0.091 0.225 1.681
H2 -0.499 -1.583 1.199
H3 0.790 -0.665 0.174
H4 -1.353 -0.644 -1.167
H5 -0.876 1.110 -0.667
H6 -3.012 -0.627 1.163
H7 -3.279 -0.013 -1.974
H8 -4.176 -1.265 -0.802
H9 -4.782 0.579 -1.004
H10 -3.748 3.956 0.744
H11 -4.335 2.750 -0.599
H12 -0.558 3.793 0.584
H13 -1.909 5.210 0.324
H14 -0.708 4.730 -1.047
H15 -1.742 0.997 2.587
H16 -1.875 3.016 2.433
H17 -3.881 2.735 4.265
H18 -2.932 1.106 4.608
H19 -5.541 0.905 3.682
H20 -4.229 -0.341 3.020
H21 -5.401 1.202 0.991
H22 -4.913 2.447 1.918
N2 3.649 -3.207 -0.308
C11 3.924 -3.897 0.844
C12 2.745 -4.435 1.309
C13 1.724 -4.062 0.402
C14 2.311 -3.307 -0.588
H23 4.328 -2.704 -0.865
H24 4.932 -3.944 1.234
H25 2.633 -5.034 2.204
H26 0.675 -4.318 0.464
H27 1.892 -2.832 -1.465
N3 5.724 -0.939 -2.697
C15 6.575 -1.958 -3.039
C16 7.151 -1.643 -4.249
C17 6.633 -0.387 -4.649
C18 5.757 0.025 -3.671
H28 5.160 -0.904 -1.858
H29 6.697 -2.817 -2.394
H30 7.868 -2.250 -4.786
H31 6.875 0.157 -5.553
H32 5.154 0.919 -3.585

=====

[9]
Here is a cluster of 7 separate species, C26H44BN5O20P in total from OMol25. Energies are from wB97M-V/def2-TZVPD.

Results
HOMO-LUMO gap in eV: 8.05
Net charge: +1
HOMO level in eV: -11.1198

CARTESIAN COORDINATES (ANGSTROEM)
N1 0.144 2.723 0.082
P1 1.518 2.127 -0.403
N2 2.118 3.133 -1.704
C1 2.999 2.913 -2.673
N3 3.267 3.855 -3.620
C2 4.162 3.250 -4.427
N4 4.425 2.027 -3.979
N5 3.719 1.776 -2.841
B1 3.940 0.466 -2.205
O1 4.079 -0.613 -3.041
O2 4.068 0.219 -0.853
H1 -0.599 2.017 0.000
H2 1.307 0.774 -0.772
H3 2.441 2.192 0.670
H4 1.707 4.068 -1.722
H5 4.595 3.723 -5.315
H6 5.079 1.392 -4.422
H7 4.610 -1.287 -2.584
H8 4.531 0.958 -0.418
C3 -0.883 -3.067 1.668
C4 0.441 -2.355 1.794
C5 0.956 -2.264 3.205
O3 1.734 -1.058 3.163
C6 1.197 -0.280 2.196
O4 1.463 0.875 2.029
O5 0.318 -0.969 1.439
H9 -1.195 -3.109 0.625
H10 -0.824 -4.085 2.054
H11 -1.666 -2.529 2.205
H12 1.181 -2.811 1.128
H13 1.575 -3.114 3.481
H14 0.165 -2.141 3.948
C7 -6.589 -4.999 -0.718
C8 -5.623 -4.337 0.236
C9 -4.254 -4.103 -0.345
O6 -3.419 -4.150 0.818
C10 -4.051 -4.945 1.726
O7 -3.541 -5.360 2.717
O8 -5.327 -5.196 1.349
H15 -7.563 -5.125 -0.242
H16 -6.719 -4.400 -1.622
H17 -6.249 -6.005 -0.999
H18 -6.051 -3.409 0.629
H19 -4.171 -3.136 -0.841
H20 -3.936 -4.887 -1.034
C11 0.326 5.191 1.699
C12 1.687 5.830 1.745
C13 2.288 5.923 3.121
O9 3.139 7.066 3.004
C14 2.596 7.870 2.046
O10 2.931 8.988 1.839
O11 1.627 7.210 1.356
H21 -0.020 5.142 0.670
H22 0.364 4.181 2.103
H23 -0.414 5.772 2.254
H24 2.362 5.309 1.053
H25 2.865 5.034 3.373
H26 1.561 6.116 3.912
C15 -2.923 -10.414 -2.507
C16 -3.781 -9.195 -2.748
C17 -3.252 -7.940 -2.106
O12 -4.450 -7.191 -1.873
C18 -5.461 -8.095 -1.733
O13 -6.551 -7.837 -1.331
O14 -5.060 -9.333 -2.115
H27 -3.351 -11.283 -3.007
H28 -1.909 -10.262 -2.880
H29 -2.879 -10.655 -1.443
H30 -3.947 -9.055 -3.820
H31 -2.574 -7.390 -2.757
H32 -2.761 -8.118 -1.146
C19 -4.833 3.763 -1.386
C20 -4.325 2.396 -1.778
C21 -5.029 1.260 -1.084
O15 -4.013 0.250 -1.052
C22 -2.818 0.893 -1.056
O16 -1.772 0.365 -0.830
O17 -2.968 2.206 -1.348
H33 -4.294 4.538 -1.932
H34 -5.898 3.863 -1.601
H35 -4.664 3.951 -0.325
H36 -4.355 2.279 -2.866
H37 -5.903 0.912 -1.631
H38 -5.319 1.493 -0.057
C23 7.656 5.241 3.467
C24 7.029 5.116 2.100
C25 5.666 4.480 2.109
O18 5.604 3.871 0.814
C26 6.883 3.596 0.445
O19 7.174 2.906 -0.483
O20 7.770 4.203 1.268
H39 8.633 5.719 3.393
H40 7.028 5.832 4.135
H41 7.821 4.257 3.911
H42 7.012 6.090 1.602
H43 4.864 5.206 2.229
H44 5.557 3.697 2.865

=====

It is found that the calculated total energy values, taken in the order of the records, are -14295.8034 -142079.0964 -9033.4351 -205475.9533 -22761.3305 -10449.4405 -15882.3409 -25690.6766 -86039.4823 eV.
It is found that the max |F| values, taken in the order of the records, are 4.48 1.05 3.07 8.48 3.82 7.61 6.41 3.03 3.93 eV/Å.